Record 1
Formula: C44H74BeF15O22
Source: the Open Molecules 2025 dataset
Level of theory: the ωB97M-V functional and the def2-TZVPD basis

Atoms and positions in Å:
Be (0.277, 3.981, 3.290)
C (-0.998, 0.915, 1.051)
O (-0.177, 0.684, -0.125)
O (-0.394, 2.023, 1.697)
C (-2.502, 0.884, 0.605)
F (-3.406, 1.133, 1.575)
F (-2.755, 1.834, -0.242)
F (-2.829, -0.335, 0.068)
C (0.480, -0.558, -0.314)
C (1.545, -0.267, -1.304)
H (2.295, 0.462, -0.999)
H (2.021, -1.237, -1.450)
H (1.107, 0.071, -2.244)
H (-0.272, -1.333, -0.462)
H (1.016, -0.815, 0.599)
H (-0.824, 0.033, 1.668)
C (-1.091, -2.321, 3.673)
O (-1.065, -3.691, 3.195)
C (-1.355, -3.746, 1.765)
C (-1.130, -5.180, 1.346)
O (-1.756, -6.159, 2.198)
C (-0.847, -6.660, 3.209)
H (-0.823, -2.243, 4.726)
H (-2.076, -1.862, 3.589)
H (-0.279, -1.829, 3.137)
H (-0.730, -3.089, 1.159)
H (-2.385, -3.552, 1.465)
H (-0.055, -5.304, 1.215)
H (-1.739, -5.293, 0.449)
H (-0.582, -5.848, 3.887)
H (0.068, -7.068, 2.781)
H (-1.333, -7.439, 3.796)
C (3.590, 3.547, 1.888)
O (2.564, 2.874, 2.537)
C (3.046, 1.772, 3.265)
C (1.899, 0.990, 3.959)
O (1.108, 1.963, 4.646)
C (1.510, 2.189, 5.953)
H (3.122, 4.347, 1.314)
H (4.089, 2.916, 1.153)
H (4.296, 3.979, 2.598)
H (3.774, 2.021, 4.038)
H (3.476, 1.047, 2.575)
H (2.348, 0.308, 4.682)
H (1.296, 0.442, 3.235)
H (0.689, 2.685, 6.471)
H (2.392, 2.827, 5.896)
H (1.631, 1.243, 6.480)
C (1.311, 6.937, 1.504)
O (0.940, 5.528, 1.442)
C (0.152, 5.306, 0.341)
C (-1.356, 5.562, 0.692)
O (-1.655, 4.714, 1.818)
C (-3.037, 4.703, 2.290)
H (0.503, 7.592, 1.830)
H (1.776, 7.248, 0.569)
H (2.027, 7.089, 2.311)
H (0.413, 4.314, -0.027)
H (0.475, 5.849, -0.548)
H (-1.978, 5.279, -0.157)
H (-1.579, 6.603, 0.925)
H (-3.496, 5.612, 2.678)
H (-3.108, 4.013, 3.131)
H (-3.668, 4.194, 1.561)
O (-4.140, 0.522, 7.000)
C (-4.709, -0.058, 6.067)
O (-4.034, -0.419, 4.924)
C (-4.848, -0.896, 3.888)
C (-6.259, -0.747, 4.419)
C (-6.164, -0.386, 5.908)
H (-4.642, -1.963, 3.800)
H (-4.657, -0.461, 2.907)
H (-6.893, -1.607, 4.205)
H (-6.742, 0.139, 4.007)
H (-6.351, -1.315, 6.447)
H (-6.828, 0.428, 6.199)
O (-2.614, -3.453, -1.552)
C (-2.028, -2.807, -2.428)
O (-0.709, -2.992, -2.661)
C (-0.256, -1.955, -3.570)
C (-1.293, -0.810, -3.526)
C (-2.602, -1.639, -3.305)
H (-0.346, -2.385, -4.567)
H (0.792, -1.671, -3.472)
H (-1.391, -0.475, -4.558)
H (-1.023, -0.096, -2.748)
H (-3.127, -2.053, -4.166)
H (-3.293, -1.032, -2.720)
O (-2.702, 4.967, -2.549)
C (-2.113, 4.260, -3.342)
O (-2.075, 4.455, -4.684)
C (-1.267, 3.545, -5.358)
C (-0.491, 2.777, -4.277)
C (-1.418, 2.948, -3.036)
H (-0.517, 4.046, -5.971)
H (-1.906, 2.858, -5.915)
H (0.355, 3.460, -4.200)
H (-0.185, 1.748, -4.471)
H (-0.872, 2.954, -2.093)
H (-2.109, 2.112, -2.931)
C (-5.583, 2.861, -1.780)
C (-5.417, 1.366, -2.173)
O (-5.844, 0.983, -3.465)
C (-5.143, 1.187, -4.637)
O (-4.051, 1.705, -4.786)
C (-5.837, 0.727, -5.952)
F (-6.883, -0.092, -5.774)
F (-6.335, 1.820, -6.565)
F (-4.953, 0.234, -6.810)
H (-5.232, 3.167, -0.795)
H (-6.646, 3.084, -1.871)
H (-5.158, 3.487, -2.566)
H (-5.870, 0.740, -1.404)
H (-4.388, 1.006, -2.142)
C (2.657, -4.421, -3.601)
C (2.887, -4.369, -2.087)
O (4.050, -5.053, -1.569)
C (5.374, -4.688, -1.832)
O (5.718, -3.615, -2.298)
C (6.336, -5.844, -1.688)
F (7.450, -5.503, -1.036)
F (5.787, -6.809, -0.982)
F (6.710, -6.290, -2.918)
H (2.358, -5.410, -3.949)
H (3.488, -3.922, -4.098)
H (1.833, -3.767, -3.884)
H (2.079, -4.963, -1.661)
H (2.745, -3.330, -1.788)
C (3.212, -7.154, 0.803)
C (4.067, -6.204, 1.670)
O (3.538, -4.899, 1.539)
C (4.246, -3.790, 1.885)
O (5.357, -3.815, 2.455)
C (3.479, -2.475, 1.648)
F (3.431, -1.807, 2.763)
F (4.018, -1.631, 0.775)
F (2.203, -2.792, 1.353)
H (2.800, -6.722, -0.109)
H (2.330, -7.401, 1.393)
H (3.793, -8.039, 0.545)
H (5.116, -6.275, 1.381)
H (3.973, -6.537, 2.703)
C (4.809, 0.988, -2.608)
C (4.884, 2.020, -1.493)
O (4.825, 3.364, -2.020)
C (3.658, 3.932, -2.323)
O (2.554, 3.506, -1.928)
C (3.742, 5.193, -3.199)
F (3.524, 6.340, -2.496)
F (4.925, 5.078, -3.895)
F (2.695, 5.162, -4.068)
H (4.690, -0.020, -2.212)
H (5.776, 0.831, -3.088)
H (3.981, 1.182, -3.289)
H (5.776, 1.891, -0.880)
H (3.967, 1.898, -0.917)

Forces on atoms 1 to 6 (eV/Å):
Be 0.615 -1.168 -2.847
C 2.767 -0.207 -1.765
O -2.334 1.714 1.054
O -1.707 -1.168 0.021
C -1.082 -0.292 0.647
F 0.803 -0.647 0.856

Values from the calculation:
Multiplicity: 2
Charge: +2
Molar mass, g/mol: 1249.0
Lowest unoccupied orbital energy (alpha / beta), eV: -10.08 / -10.08
HOMO-LUMO gap (alpha / beta), hartree: 0.0919 / 0.0922
Maximum force, hartree/bohr: 0.0929
Energy above the lowest of the compared OMol25 structures with the same formula, charge and spin, kcal per mole: 5.6

Atomic partial charges in e from the Löwdin method, atoms 1 to 5: Be 1.23; C -0.22; O -0.09; O 0.10; C -0.53

=====

Record 2
Formula: C44H75FN13
Source: the Open Molecules 2025 dataset
Level of theory: the ωB97M-V functional and the def2-TZVPD basis

Atoms and positions in Å:
C (4.288, -4.354, 0.363)
N (3.274, -3.254, 0.584)
C (2.235, -3.309, -0.518)
C (1.181, -2.166, -0.179)
C (1.374, -0.668, -0.666)
N (0.493, 0.392, -0.398)
N (-0.570, 0.115, 0.347)
C (-1.006, -1.118, 0.921)
F (-2.176, -1.169, 1.689)
C (-0.131, -2.400, 0.663)
C (-0.494, -3.856, 1.191)
C (-2.058, -4.159, 1.300)
N (-2.476, -4.724, 2.415)
H (4.641, -4.802, 1.365)
H (3.814, -5.214, -0.246)
H (5.193, -3.909, -0.198)
H (3.746, -2.331, 0.552)
H (2.736, -3.177, -1.537)
H (1.785, -4.355, -0.480)
H (2.312, -0.439, -1.293)
H (-1.207, 0.920, 0.534)
H (-0.082, -4.594, 0.399)
H (0.090, -4.088, 2.150)
H (-2.847, -3.893, 0.522)
H (-3.507, -4.860, 2.365)
C (2.470, 1.012, 5.219)
C (1.727, 1.862, 4.194)
C (1.154, 1.039, 3.038)
C (2.264, 0.342, 2.305)
N (3.138, -0.202, 1.726)
H (3.339, 0.516, 4.777)
H (2.833, 1.635, 6.034)
H (1.814, 0.246, 5.642)
H (2.409, 2.624, 3.804)
H (0.909, 2.389, 4.696)
H (0.621, 1.691, 2.341)
H (0.447, 0.292, 3.412)
C (2.170, 0.396, -4.586)
C (1.335, -0.125, -5.750)
C (0.233, -1.090, -5.306)
C (0.846, -2.282, -4.630)
N (1.316, -3.228, -4.079)
H (2.702, -0.414, -4.077)
H (2.923, 1.102, -4.945)
H (1.542, 0.912, -3.853)
H (1.997, -0.621, -6.468)
H (0.879, 0.723, -6.267)
H (-0.345, -1.425, -6.171)
H (-0.451, -0.598, -4.610)
C (-4.054, -8.905, 1.820)
C (-3.567, -9.341, 0.442)
C (-2.707, -8.280, -0.249)
C (-3.505, -7.022, -0.443)
N (-4.132, -6.034, -0.596)
H (-4.699, -8.024, 1.759)
H (-4.638, -9.702, 2.286)
H (-3.212, -8.670, 2.478)
H (-4.434, -9.579, -0.182)
H (-2.984, -10.260, 0.546)
H (-2.372, -8.644, -1.223)
H (-1.821, -8.053, 0.351)
C (-4.351, 2.083, -6.131)
C (-4.279, 1.389, -4.775)
C (-3.293, 2.059, -3.816)
C (-1.910, 2.026, -4.401)
N (-0.822, 1.997, -4.861)
H (-3.391, 2.047, -6.654)
H (-5.087, 1.590, -6.771)
H (-4.644, 3.131, -6.020)
H (-3.997, 0.342, -4.927)
H (-5.274, 1.391, -4.322)
H (-3.287, 1.536, -2.856)
H (-3.580, 3.099, -3.634)
C (4.442, -3.288, -6.393)
C (4.937, -3.703, -7.774)
C (5.786, -2.624, -8.449)
C (4.973, -1.374, -8.627)
N (4.333, -0.391, -8.768)
H (3.789, -2.413, -6.441)
H (3.867, -4.096, -5.936)
H (5.284, -3.053, -5.734)
H (4.074, -3.943, -8.403)
H (5.530, -4.617, -7.680)
H (6.128, -2.971, -9.427)
H (6.668, -2.394, -7.844)
C (-5.686, 3.143, -0.019)
C (-4.589, 4.201, -0.089)
C (-5.041, 5.464, -0.827)
C (-5.418, 5.118, -2.239)
N (-5.709, 4.845, -3.350)
H (-5.977, 2.797, -1.014)
H (-5.337, 2.271, 0.539)
H (-6.577, 3.534, 0.483)
H (-3.711, 3.774, -0.582)
H (-4.285, 4.470, 0.927)
H (-4.235, 6.201, -0.844)
H (-5.901, 5.915, -0.325)
C (2.478, -1.753, 10.579)
C (2.964, -2.205, 9.205)
C (3.828, -1.153, 8.504)
C (3.035, 0.105, 8.298)
N (2.412, 1.095, 8.135)
H (1.837, -0.871, 10.509)
H (1.892, -2.544, 11.052)
H (3.321, -1.516, 11.234)
H (2.096, -2.446, 8.583)
H (3.544, -3.125, 9.318)
H (4.162, -1.528, 7.533)
H (4.715, -0.924, 9.102)
C (0.897, 5.867, -2.363)
C (-0.555, 5.987, -2.815)
C (-1.503, 6.378, -1.678)
C (-1.464, 5.333, -0.598)
N (-1.417, 4.505, 0.262)
H (1.022, 5.079, -1.616)
H (1.538, 5.616, -3.210)
H (1.253, 6.808, -1.933)
H (-0.871, 5.033, -3.250)
H (-0.620, 6.739, -3.607)
H (-2.525, 6.464, -2.055)
H (-1.216, 7.343, -1.252)
C (0.777, 6.747, 4.501)
C (0.614, 5.896, 5.756)
C (-0.779, 5.272, 5.874)
C (-1.818, 6.355, 5.937)
N (-2.634, 7.206, 5.986)
H (0.092, 7.599, 4.500)
H (1.792, 7.148, 4.444)
H (0.593, 6.156, 3.599)
H (0.818, 6.516, 6.634)
H (1.363, 5.098, 5.744)
H (-0.842, 4.662, 6.779)
H (-0.985, 4.627, 5.015)

Forces on atoms 1 to 6 (eV/Å):
C 0.445 -0.153 -0.034
N -0.224 -0.437 -0.925
C 0.463 0.535 0.643
C -3.331 2.617 0.831
C -1.492 -1.384 1.164
N 2.296 -3.741 -0.487

Values from the calculation:
Charge: +1
Molar mass, g/mol: 805.2
Lowest unoccupied orbital energy, eV: -4.58
HOMO-LUMO gap, hartree: 0.2651
Maximum force, hartree/bohr: 0.0977
Energy above the lowest of the compared OMol25 structures with the same formula, charge and spin, kcal per mole: 0.0

Atomic partial charges in e from the Löwdin method, atoms 1 to 5: C -0.13; N -0.14; C -0.20; C 0.01; C 0.00

=====

Question: Among the records above, which one has the lowest molar mass?
Answer: C44H75FN13

=====

Question: The highest charge belongs to which entry?
Answer: C44H74BeF15O22

=====

Question: Which of these has the lowest molar mass?
Answer: C44H75FN13